The following is a DFT calculation (the ωB97M-V functional and the def2-TZVPD basis) of the molecule C19H26N4O3S.

ΔE to the lowest compared entry with this formula, charge and spin: 1.233 eV
Frontier orbital gap: 0.327 Ha
LUMO energy: 0.62 eV
HOMO level: -8.266 eV
SMILES string: CNC(=O)[C@@H](CCSC)NC(=O)[C@@H](Cc1c[nH]c2ccccc12)NC(C)=O

Each line ends with the natural charge from an NBO analysis.
Cartesian coordinates (Å):
1 C 1.44858 5.56384 0.83699  -0.42
2 N 2.35958 4.66359 1.52652  -0.61
3 C 2.64792 3.37220 1.21543  0.67
4 O 3.39645 2.67695 1.92117  -0.63
5 C 2.05307 2.71665 -0.04954  -0.14
6 C 3.06777 2.80052 -1.21633  -0.40
7 C 2.53450 2.41561 -2.60659  -0.53
8 S 1.15109 3.27923 -3.39599  0.17
9 C -0.34587 2.57025 -2.54096  -0.72
10 N 1.59104 1.31770 0.07345  -0.63
11 C 0.46066 0.99638 0.73746  0.69
12 O -0.27693 1.87797 1.20276  -0.65
13 C 0.15522 -0.54963 0.93505  -0.13
14 C -1.16101 -0.71694 1.70279  -0.43
15 C -1.73535 -2.10504 1.97756  -0.12
16 C -1.53776 -2.79033 3.12433  0.00
17 N -2.09175 -4.01595 2.99704  -0.52
18 C -2.79750 -4.17194 1.82019  0.10
19 C -3.52894 -5.24865 1.30412  -0.23
20 C -4.09893 -5.13203 0.04113  -0.22
21 C -3.91032 -3.93970 -0.68637  -0.22
22 C -3.11990 -2.88019 -0.19359  -0.24
23 C -2.54504 -2.97464 1.11909  -0.02
24 N 0.12529 -1.31150 -0.29176  -0.60
25 C 1.16944 -1.67926 -0.98816  0.68
26 C 0.90630 -2.51978 -2.20161  -0.70
27 O 2.30548 -1.31656 -0.75883  -0.66
28 H 1.65139 6.60148 1.06991  0.21
29 H 0.44594 5.33911 1.16668  0.20
30 H 1.44989 5.44891 -0.24385  0.21
31 H 2.85997 5.05264 2.30179  0.41
32 H 1.17979 3.33319 -0.29965  0.21
33 H 3.43774 3.80221 -1.28046  0.21
34 H 3.94625 2.19394 -1.00692  0.23
35 H 2.30882 1.37111 -2.56194  0.21
36 H 3.41181 2.58500 -3.22620  0.23
37 H -1.22001 2.72488 -3.17326  0.23
38 H -0.15776 1.50990 -2.40502  0.21
39 H -0.53803 3.02841 -1.55185  0.22
40 H 2.14611 0.55817 -0.35002  0.44
41 H 0.94961 -0.95358 1.52218  0.23
42 H -1.92336 -0.19706 1.09819  0.22
43 H -1.17666 -0.15583 2.62464  0.25
44 H -0.96913 -2.46476 3.99911  0.22
45 H -2.24816 -4.66073 3.76780  0.41
46 H -3.61594 -6.18093 1.88819  0.22
47 H -4.67060 -5.97598 -0.36225  0.22
48 H -4.34778 -3.91771 -1.67159  0.21
49 H -2.95898 -2.02124 -0.82300  0.21
50 H -0.77229 -1.75100 -0.55051  0.41
51 H 0.72612 -1.87056 -3.04957  0.24
52 H 1.76575 -3.10283 -2.48553  0.24
53 H 0.09641 -3.19547 -2.00222  0.22

Forces on atoms 1 to 2 (eV/Å):
C -0.42 -0.53 -0.04
N 0.16 0.04 -0.91

=====

The following is a DFT calculation (the ωB97M-V functional and the def2-TZVPD basis) of a cluster of 2 separate species, C5H11N2O in total.

ΔE to the lowest compared entry with this formula, charge and spin: 3.916 eV
Net charge: +1
Frontier orbital gap: 0.335 Ha
LUMO energy: -4.56 eV
HOMO level: -13.684 eV

Each line ends with the natural charge from an NBO analysis.
Cartesian coordinates (Å):
1 C -2.41763 -1.01590 0.30502  0.12
2 C 1.84294 0.60937 0.50233  0.48
3 C -1.47604 -2.11239 -0.04123  -0.67
4 C 3.02636 -0.19756 0.13508  -0.73
5 C -1.59420 2.35066 -0.33755  -0.48
6 N -2.09668 0.18141 0.29861  0.08
7 N -1.65356 1.24604 0.52527  0.11
8 O 0.69888 0.37650 0.18865  -0.61
9 H -3.44399 -1.26735 0.55171  0.26
10 H 2.07844 1.50243 1.10774  0.12
11 H -1.31159 -2.71799 0.85066  0.27
12 H -0.52484 -1.71331 -0.38214  0.26
13 H -1.91532 -2.75560 -0.80152  0.26
14 H 3.67969 0.41599 -0.48599  0.26
15 H 2.75547 -1.10483 -0.39841  0.24
16 H 3.59040 -0.44114 1.03396  0.25
17 H -2.07183 2.19533 -1.30724  0.22
18 H -0.53655 2.58713 -0.48063  0.28
19 H -2.02212 3.20359 0.19338  0.27

Forces on atoms 1 to 2 (eV/Å):
C -0.39 -1.20 -0.14
C 0.26 0.25 0.17

=====

The following is a DFT calculation (the ωB97M-V functional and the def2-TZVPD basis) of a cluster of 2 separate species, C3H4N3O in total.

ΔE to the lowest compared entry with this formula, charge and spin: 2.404 eV
Net charge: +1
Frontier orbital gap: 0.265 Ha
LUMO energy: -6.65 eV
HOMO level: -13.866 eV

Each line ends with the natural charge from an NBO analysis.
Cartesian coordinates (Å):
1 C 1.96812 -0.47113 0.04754  0.01
2 C 1.65576 0.86479 -0.19065  -0.54
3 C 0.59058 1.66331 -0.09219  0.92
4 N -3.35305 -0.95809 0.15625  -0.47
5 N -1.15578 -0.40134 0.12784  -0.27
6 N -2.21255 -0.77169 0.24215  0.32
7 O -0.18269 2.46367 0.13446  -0.24
8 H 2.87549 -0.97103 -0.05230  0.24
9 H 1.23299 -1.23831 0.24558  0.24
10 H 2.57058 1.53256 -0.47633  0.33
11 H -3.98944 -1.71274 -0.14234  0.45

Forces on atoms 1 to 2 (eV/Å):
C -3.34 1.83 -0.53
C 5.62 -2.22 -0.71